(1)
Entry from OMol25: a cluster of 2 separate species, C6H16O in total at a distorted geometry (ωB97M-V/def2-TZVPD).

```
23
Properties=species:S:1:pos:R:3
O -1.35743 -1.46853 -1.66624
C -2.18208 -0.56005 0.40359
C -1.84830 -0.33320 -1.07925
C 1.67803 0.10085 0.95516
C -0.90146 0.85621 -1.45068
C 1.43462 0.51879 2.43226
C 2.96555 0.80266 0.26993
H -2.78048 0.19539 0.89445
H -0.02791 0.94096 -0.84306
H 0.83427 0.52732 0.39213
H -2.83649 -0.20834 -1.66459
H -0.38607 0.53644 -2.42546
H 3.73033 0.90412 1.04917
H -1.25124 -0.74228 0.95685
H 2.70237 1.81894 0.00368
H 1.05877 -0.43230 2.91396
H 2.37976 0.73611 2.87874
H 1.51591 -1.02088 0.95255
H -2.82847 -1.36449 0.46708
H 0.77146 1.33625 2.58648
H 3.21002 0.35593 -0.60673
H -0.44089 -1.74335 -1.71748
H -1.67006 1.59688 -1.69389
```

Properties
Orbital gap   10.9 eV
Structure (SMILES)   CC(C)O.CCC
Max |F|   4.6 eV Å⁻¹
M   104.2 g mol⁻¹

Atom charges from the Löwdin analysis, given in e for atoms 1 to 8: -0.06, -0.04, -0.50, -0.28, -0.03, -0.12, -0.07, 0.08

***

(2)
Entry from OMol25: a cluster of 2 separate species, C6H16O in total at a distorted geometry (ωB97M-V/def2-TZVPD).

```
23
Properties=species:S:1:pos:R:3
O 0.81972 1.37679 -2.90337
C 1.01362 -2.36592 1.30515
C -0.04318 2.62363 -0.96753
C 0.30535 -1.03832 0.93354
C -0.87455 -1.40780 0.01373
C -0.23780 -0.41029 2.23478
C -0.34078 1.95146 -2.32443
H 0.31443 -3.19802 1.33551
H -0.93151 3.16975 -0.74101
H 0.60720 0.02999 2.74539
H -0.84134 -1.11587 2.79012
H -1.25577 -0.44971 -0.31244
H -1.68362 -1.92709 0.52912
H 0.23798 1.78370 -0.36052
H -0.60192 -2.01714 -0.82938
H 1.04261 0.52082 -2.53274
H 1.77331 -2.56945 0.54492
H 0.89994 -0.31832 0.37577
H -0.67873 2.67425 -3.04462
H 0.79537 3.31641 -0.93202
H -0.78043 0.48803 1.91957
H -1.05146 1.17048 -2.05058
H 1.51155 -2.28737 2.27106
```

Properties
Orbital gap   11.1 eV
Structure (SMILES)   CC(C)C.CCO
Max |F|   2.5 eV Å⁻¹
M   104.2 g mol⁻¹

Atom charges from the Löwdin analysis, given in e for atoms 1 to 8: -0.08, -0.09, -0.07, -0.47, -0.10, -0.09, -0.30, 0.07